(1)
An isolated ion of composition C25H36N3O and charge +1 at a distorted geometry. Source: OMol25; level of theory: wB97M-V/def2-TZVPD.

2S+1 = 1
Gap between HOMO and LUMO = 0.2815 Eh
SMILES = CC[C@H](CO)[NH2+]C(c1ccc2c(c1)CCCN2C)c1ccc2c(c1)CCCN2C
ΔE to the lowest compared entry with this formula, charge and spin = 36.8 kcal/mol
Net charge = +1

Structure (XYZ):
```
65
Properties=species:S:1:pos:R:3:mulliken_charge:R:1
C -0.86 3.00 -3.19 -1.2537
C 0.27 2.11 -3.68 -0.8219
C 1.14 1.42 -2.65 0.3710
C 2.28 0.82 -3.44 -0.9473
O 2.97 -0.13 -2.63 -0.4660
N 0.30 0.24 -1.87 -0.1185
C 0.65 -0.20 -0.56 0.6212
C -0.06 -1.54 -0.24 -0.4301
C -0.68 -1.75 0.99 -0.8879
C -1.38 -2.91 1.28 -1.2894
C -1.36 -3.99 0.36 0.9354
C -0.50 -3.86 -0.77 0.5771
C 0.12 -2.65 -1.08 -1.2812
C -0.22 -5.07 -1.60 -0.6651
C -0.67 -6.38 -0.97 -0.8423
C -2.04 -6.24 -0.33 -0.7441
N -2.10 -5.12 0.57 0.0395
C -3.30 -5.13 1.39 -1.0665
C 0.41 0.96 0.38 -0.1739
C -0.81 1.18 1.04 -1.2788
C -0.91 2.15 2.02 -0.9885
C 0.17 3.02 2.26 0.5803
C 1.35 2.88 1.48 0.8406
C 1.46 1.86 0.55 -0.7125
C 2.48 3.84 1.62 -0.7388
C 2.47 4.60 2.94 -0.8835
C 1.07 5.06 3.30 -0.5828
N 0.09 4.00 3.22 0.0137
C -1.12 4.19 3.99 -1.1845
H -1.19 3.64 -4.02 0.3979
H -1.75 2.43 -2.88 0.4112
H -0.54 3.65 -2.37 0.2841
H -0.12 1.33 -4.35 0.3370
H 0.94 2.72 -4.32 0.4527
H 1.50 2.09 -1.87 0.2047
H 1.89 0.31 -4.35 0.3872
H 2.96 1.64 -3.77 0.4118
H 3.73 -0.45 -3.15 0.3631
H -0.63 0.69 -1.82 0.4948
H 0.20 -0.55 -2.50 0.6675
H 1.71 -0.38 -0.57 0.4700
H -0.60 -0.99 1.76 0.7437
H -1.88 -3.00 2.23 0.3997
H 0.83 -2.61 -1.91 0.4655
H 0.86 -5.12 -1.79 0.3860
H -0.71 -4.94 -2.58 0.3208
H 0.05 -6.68 -0.20 0.3293
H -0.72 -7.17 -1.72 0.3565
H -2.31 -7.15 0.23 0.4257
H -2.82 -6.11 -1.11 0.3617
H -3.49 -4.16 1.86 0.3702
H -4.17 -5.40 0.77 0.3223
H -3.24 -5.90 2.18 0.2947
H -1.64 0.50 0.84 0.8327
H -1.83 2.20 2.61 0.3580
H 2.38 1.74 -0.03 0.4129
H 3.42 3.30 1.50 0.3933
H 2.41 4.55 0.79 0.2800
H 3.12 5.47 2.85 0.3625
H 2.85 3.96 3.74 0.3211
H 0.78 5.89 2.63 0.2736
H 1.03 5.43 4.32 0.4198
H -1.42 3.26 4.48 0.3846
H -0.90 4.94 4.75 0.3236
H -1.96 4.55 3.38 0.3580
```

---

(2)
An isolated ion of composition C25H36N3O3 and charge +1. Source: OMol25; level of theory: wB97M-V/def2-TZVPD.

2S+1 = 1
Gap between HOMO and LUMO = 0.2589 Eh
SMILES = CCN(CC)CCOc1ccc2c(c1)/C(=N/O)c1cc(OCC[NH+](CC)CC)ccc1-2
ΔE to the lowest compared entry with this formula, charge and spin = 9.9 kcal/mol
Net charge = +1

Structure (XYZ):
```
67
Properties=species:S:1:pos:R:3:mulliken_charge:R:1
C -4.40 -1.25 1.86 -1.1261
C -5.58 -0.28 1.94 -0.7698
N -5.85 0.31 0.64 0.7517
C -7.26 0.61 0.42 -0.7913
C -8.02 -0.62 -0.05 -1.1864
C -4.96 1.38 0.28 -1.1601
C -4.65 1.34 -1.23 -0.6553
O -4.12 0.10 -1.64 -0.4755
C -2.90 -0.30 -1.25 0.4084
C -2.60 -1.64 -1.49 -0.8614
C -1.37 -2.19 -1.16 -0.4663
C -0.42 -1.37 -0.58 -0.3974
C -0.71 -0.02 -0.34 -0.2309
C -1.93 0.53 -0.66 0.3451
C 0.46 0.62 0.27 -0.5041
N 0.49 1.86 0.54 -0.7380
O 1.67 2.39 1.06 -0.3525
C 1.46 -0.44 0.41 0.6842
C 2.74 -0.39 0.95 -0.2989
C 3.50 -1.56 0.95 0.4248
O 4.81 -1.64 1.38 -0.4381
C 5.48 -0.50 1.83 -0.6179
C 6.15 0.29 0.69 -0.5201
N 5.24 0.55 -0.45 0.8691
C 5.40 1.92 -1.00 -0.3931
C 4.78 2.97 -0.09 -1.0316
C 5.37 -0.50 -1.50 -0.5525
C 4.17 -0.56 -2.43 -1.1135
C 2.98 -2.74 0.43 -1.0156
C 1.70 -2.79 -0.09 -0.2286
C 0.93 -1.64 -0.11 -0.2154
H -4.57 -1.98 1.08 0.2704
H -3.46 -0.74 1.65 0.1481
H -4.29 -1.78 2.81 0.4889
H -5.38 0.48 2.71 0.3299
H -6.46 -0.84 2.24 0.4823
H -7.73 1.01 1.34 0.3820
H -7.33 1.38 -0.35 0.4237
H -8.01 -1.40 0.70 0.2948
H -7.55 -1.01 -0.95 0.2481
H -9.05 -0.36 -0.27 0.4252
H -5.36 2.38 0.52 0.3413
H -4.03 1.26 0.84 0.5799
H -3.98 2.17 -1.50 0.3441
H -5.57 1.44 -1.80 0.4258
H -3.36 -2.25 -1.95 0.5026
H -1.17 -3.23 -1.36 0.5047
H -2.11 1.58 -0.47 0.6416
H 1.43 3.30 1.30 0.3727
H 3.05 0.53 1.44 0.8215
H 4.81 0.16 2.41 0.2735
H 6.26 -0.85 2.51 0.4254
H 7.01 -0.27 0.32 0.3370
H 6.51 1.24 1.10 0.4175
H 4.26 0.47 -0.09 -0.5058
H 4.90 1.96 -1.97 0.3766
H 6.46 2.11 -1.15 0.3790
H 4.86 3.94 -0.56 0.4452
H 5.27 3.02 0.87 0.3397
H 3.72 2.76 0.07 0.1618
H 5.48 -1.46 -0.99 0.4684
H 6.29 -0.30 -2.06 0.4075
H 3.25 -0.73 -1.87 0.2011
H 4.30 -1.40 -3.11 0.3984
H 4.06 0.33 -3.03 0.4009
H 3.60 -3.62 0.46 0.5351
H 1.30 -3.72 -0.46 0.5686
```

---

(3)
C25H36N4O2P2RuS as an isolated structure at a distorted geometry. Source: OMol25; level of theory: wB97M-V/def2-TZVPD.

2S+1 = 1
Gap between HOMO and LUMO = 0.1835 Eh
ΔE to the lowest compared entry with this formula, charge and spin = 6.5 kcal/mol
Net charge = +4

Structure (XYZ):
```
71
Properties=species:S:1:pos:R:3:mulliken_charge:R:1
Ru -0.12 0.21 0.11 0.1740
C -3.40 1.76 0.53 -1.4910
P -2.13 0.80 1.41 1.6721
C -3.13 -0.44 2.29 -1.5539
C -1.51 1.86 2.74 0.2470
C -2.37 2.61 3.54 -0.6970
C -1.87 3.34 4.61 -0.9044
C -0.52 3.32 4.91 -0.8467
C 0.36 2.58 4.12 -1.2354
C -0.14 1.85 3.04 0.4744
P 0.98 0.87 2.06 2.1840
C 2.49 1.80 1.82 -1.4631
C 1.39 -0.70 2.84 -1.2720
H -4.23 1.97 1.21 0.5717
H -3.80 1.17 -0.29 0.3672
H -2.99 2.70 0.17 0.3829
H -3.71 0.11 3.04 0.5316
H -2.51 -1.17 2.82 0.4192
H -3.83 -0.95 1.63 0.5316
H -3.43 2.64 3.33 0.4048
H -2.55 3.92 5.22 0.4655
H -0.14 3.88 5.75 0.4618
H 1.41 2.59 4.38 0.3569
H 2.91 1.95 2.81 0.5705
H 2.29 2.78 1.38 0.4316
H 3.22 1.25 1.22 0.4619
H 1.75 -0.44 3.85 0.5296
H 2.18 -1.22 2.30 0.3740
H 0.52 -1.34 2.95 0.3045
O 5.14 -3.07 -2.93 -0.4898
C 5.26 -1.68 -2.82 -0.4799
C 4.03 -1.17 -2.12 -0.0081
C 3.83 0.19 -1.91 -1.3671
C 2.69 0.61 -1.26 -0.3138
N 1.75 -0.25 -0.81 0.4496
C 1.94 -1.57 -1.03 0.6014
C 3.05 -2.06 -1.68 -0.5628
C 0.83 -2.41 -0.55 0.0226
C 0.83 -3.78 -0.59 -0.4186
C -0.30 -4.51 -0.19 0.5408
C -0.26 -6.00 -0.31 -0.6279
O 0.30 -6.25 -1.58 -0.5280
C -1.41 -3.79 0.26 -1.1354
C -1.36 -2.43 0.31 -0.4706
N -0.26 -1.71 -0.06 -0.0583
H 5.91 -3.44 -3.40 0.3406
H 5.34 -1.18 -3.79 0.3987
H 6.14 -1.38 -2.23 0.3751
H 4.55 0.92 -2.25 0.5400
H 2.50 1.66 -1.10 0.6940
H 3.19 -3.12 -1.87 0.7242
H 1.69 -4.31 -0.97 0.5832
H -1.26 -6.43 -0.18 0.4483
H 0.38 -6.38 0.50 0.3090
H 0.24 -7.19 -1.79 0.3542
H -2.32 -4.30 0.56 0.4891
H -2.22 -1.86 0.63 0.3479
C -0.47 4.36 -2.98 -0.8966
N -1.49 3.31 -3.13 -0.1971
C -1.62 2.21 -2.43 0.6680
S -0.33 1.95 -1.23 -0.2657
N -2.59 1.34 -2.64 -0.0727
C -3.64 1.53 -3.66 -1.2032
H -0.84 5.24 -3.49 0.3705
H 0.46 4.04 -3.44 0.3557
H -0.33 4.61 -1.93 0.3647
H -2.15 3.43 -3.89 0.2719
H -2.58 0.48 -2.12 0.1484
H -4.17 2.46 -3.48 0.4271
H -4.33 0.70 -3.58 0.3858
H -3.20 1.52 -4.66 0.4316
```